# 1
C34H43Ge2N5O2SW | ωB97M-V/def2-TZVPD

Each line ends with the Mulliken spin population.
Cartesian coordinates (Å):
W: -1.24 0.38 -0.07  1.884
N: -2.34 -1.03 1.25  0.058
C: -3.59 -0.45 1.81  0.016
C: -3.22 0.91 2.36  0.007
N: -2.43 1.68 1.34  0.004
C: -3.25 2.66 0.57  0.015
C: -3.94 1.97 -0.59  0.021
N: -2.91 1.23 -1.37  0.115
H: -2.53 -1.95 0.86  0.029
H: -1.71 -1.26 2.03  -0.035
H: -4.00 -1.08 2.60  0.001
H: -4.34 -0.39 1.01  -0.003
H: -2.59 0.78 3.23  -0.011
H: -4.11 1.47 2.66  0.000
H: -1.74 2.22 1.85  0.000
H: -2.58 3.43 0.20  -0.004
H: -3.98 3.14 1.22  -0.003
H: -4.46 2.70 -1.21  -0.002
H: -4.69 1.26 -0.24  -0.004
H: -2.44 1.90 -1.98  0.004
H: -3.36 0.57 -2.00  0.001
O: -0.52 2.35 -0.33  0.005
S: 0.70 2.12 -1.24  0.109
O: 1.93 2.53 -0.68  -0.004
N: 0.38 0.56 -1.36  0.052
C: 0.81 -0.44 -2.24  -0.030
C: 1.94 -0.48 -2.99  0.032
C: 2.17 -1.61 -3.82  -0.017
C: 1.27 -2.63 -3.89  0.039
C: 0.08 -2.59 -3.11  -0.027
C: -0.93 -3.58 -3.15  0.032
C: -2.06 -3.41 -2.39  -0.004
C: -2.17 -2.30 -1.55  0.043
N: -1.23 -1.37 -1.44  -0.063
C: -0.12 -1.49 -2.26  0.041
C: 0.47 2.88 -2.77  -0.003
C: -0.42 2.35 -3.71  -0.002
C: -0.59 3.00 -4.91  0.000
C: 0.12 4.17 -5.17  0.000
C: 1.02 4.68 -4.24  0.000
C: 1.21 4.04 -3.03  0.001
H: 2.67 0.32 -2.95  0.003
H: 3.07 -1.64 -4.42  0.001
H: 1.44 -3.48 -4.54  0.000
H: -0.81 -4.44 -3.79  0.000
H: -2.87 -4.13 -2.42  0.001
H: -3.08 -2.17 -0.97  -0.004
H: -0.92 1.40 -3.53  0.001
H: -1.26 2.60 -5.66  0.000
H: -0.02 4.68 -6.12  0.000
H: 1.58 5.58 -4.46  0.000
H: 1.91 4.42 -2.30  0.000
C: 2.92 0.52 3.99  0.057
Ge: 1.33 1.38 3.26  0.088
C: -0.20 1.42 4.46  0.019
C: 1.61 3.11 2.44  0.005
Ge: 0.95 -0.53 1.55  0.355
C: 2.53 -0.97 0.54  0.071
C: 2.77 -2.28 0.10  0.036
C: 3.92 -2.58 -0.62  -0.014
C: 4.85 -1.58 -0.89  0.037
C: 4.63 -0.29 -0.44  -0.011
C: 3.48 0.02 0.26  0.020
C: 0.26 -2.16 2.39  0.008
C: 0.20 -2.30 3.78  0.020
C: -0.25 -3.48 4.36  0.000
C: -0.65 -4.54 3.56  0.007
C: -0.60 -4.42 2.18  0.000
C: -0.15 -3.25 1.60  0.007
H: 3.13 0.99 4.96  0.014
H: 3.76 0.68 3.33  -0.002
H: 2.78 -0.54 4.15  -0.002
H: 0.15 1.73 5.44  0.003
H: -0.68 0.44 4.57  0.000
H: -0.93 2.16 4.14  -0.001
H: 1.78 3.82 3.25  0.003
H: 0.74 3.43 1.87  -0.001
H: 2.48 3.11 1.79  -0.001
H: 2.08 -3.07 0.34  -0.001
H: 4.10 -3.59 -0.94  0.000
H: 5.76 -1.83 -1.42  0.000
H: 5.38 0.48 -0.62  0.001
H: 3.33 1.04 0.60  -0.006
H: 0.51 -1.49 4.42  -0.009
H: -0.28 -3.57 5.44  0.000
H: -0.99 -5.46 4.02  0.000
H: -0.90 -5.26 1.55  0.000
H: -0.11 -3.18 0.51  -0.001

Values from the calculation:
Kohn-Sham gap (alpha / beta) (hartree): 0.263 / 0.227
E_HOMO (alpha / beta) (Ha): -0.576 / -0.601
ΔE to the lowest compared entry with this formula, charge and spin (eV): 0.000
Total charge: +3
⟨S²⟩: 3.78
Multiplicity: 4

=====

# 2
C2H10N2O | ωB97M-V/def2-TZVPD

Each line ends with the Mulliken charge.
Cartesian coordinates (Å):
N: 2.12 -0.47 -0.66  -0.595
C: 0.69 -0.40 -0.41  -0.356
C: 0.38 0.89 0.36  -0.523
N: -0.94 0.80 1.03  -0.623
H: 2.47 0.33 -1.18  0.196
H: 2.46 -1.30 -1.12  0.206
H: 0.40 -1.24 0.22  0.289
H: 0.12 -0.39 -1.35  0.245
H: 1.15 1.00 1.12  0.346
H: 0.33 1.68 -0.39  0.345
H: -0.80 0.23 1.84  0.224
H: -1.17 1.73 1.39  0.224
O: -2.74 -0.90 -0.48  -0.689
H: -2.18 -0.25 0.00  0.429
H: -2.29 -1.72 -0.39  0.283

Values from the calculation:
Kohn-Sham gap (hartree): 0.380
E_HOMO (Ha): -0.345
ΔE to the lowest compared entry with this formula, charge and spin (eV): 0.209
Structure (SMILES): NCCN.O

=====

- Which of these has the lowest ΔE to the lowest compared entry with this formula, charge and spin?
  C34H43Ge2N5O2SW